Entry 1:
{
  "formula": "C3H6BrNO4",
  "method": "ωB97M-V/def2-TZVPD",
  "e_homo_ha": [-0.32638, -0.32648],
  "total_energy_ha": -3047.47373,
  "homo_lumo_gap_ev": [8.923, 8.927],
  "elements": ["C", "C", "C", "N", "O", "O", "O", "O", "Br", "H", "H", "H", "H", "H", "H"],
  "xyz": [[-1.554, 0.146, -0.463], [-0.202, -0.759, -0.503], [0.983, -0.262, 0.395], [0.956, 1.792, -0.181], [0.779, 2.025, -1.312], [0.880, 2.444, 0.827], [-0.404, -2.100, -0.302], [0.657, -0.008, 1.690], [2.587, -1.136, -0.023], [-1.623, 0.955, -1.153], [-1.613, 0.453, 0.560], [-2.355, -0.440, -0.829], [0.124, -0.702, -1.571], [-0.624, -2.307, 0.608], [1.408, -0.102, 2.256]]
}

=====

Entry 2:
{
  "formula": "C4H6FNO2",
  "method": "ωB97M-V/def2-TZVPD",
  "e_homo_ha": -0.33730,
  "total_energy_ha": -461.03837,
  "homo_lumo_gap_ev": 9.980,
  "smiles": "C/C(=C/F)N(O)C=O",
  "elements": ["C", "C", "C", "F", "N", "O", "C", "O", "H", "H", "H", "H", "H", "H"],
  "xyz": [[0.403, -0.862, -1.804], [0.259, -0.688, -0.314], [0.768, -1.496, 0.616], [0.664, -1.226, 1.916], [-0.491, 0.462, 0.098], [-1.391, 0.266, 1.112], [-0.436, 1.711, -0.443], [0.279, 2.019, -1.368], [0.983, -0.058, -2.267], [-0.625, -0.766, -2.244], [0.763, -1.864, -2.093], [1.270, -2.433, 0.397], [-0.873, 0.240, 1.936], [-1.123, 2.416, 0.069]]
}

=====

Entry 3:
{
  "formula": "C23H40CdCl4F2O25S",
  "method": "ωB97M-V/def2-TZVPD",
  "e_homo_ha": -0.33279,
  "total_energy_ha": -5387.52963,
  "homo_lumo_gap_ev": 4.000,
  "elements": ["Cd", "S", "O", "O", "O", "O", "C", "O", "C", "O", "O", "C", "H", "H", "H", "H", "H", "H", "C", "O", "C", "O", "O", "C", "H", "H", "H", "H", "H", "H", "C", "O", "C", "O", "O", "C", "H", "H", "H", "H", "H", "H", "C", "O", "C", "O", "O", "C", "H", "H", "H", "H", "H", "H", "C", "O", "C", "O", "O", "C", "H", "H", "H", "H", "H", "H", "C", "C", "O", "C", "O", "O", "F", "H", "H", "H", "C", "C", "O", "C", "O", "O", "F", "H", "H", "H", "C", "Cl", "Cl", "H", "H", "C", "Cl", "Cl", "H", "H"],
  "xyz": [[-2.378, -2.215, 0.199], [0.676, -0.645, 1.546], [0.658, 0.465, 2.478], [-0.141, -1.764, 2.025], [-0.094, -0.376, 0.339], [2.032, -1.121, 1.394], [2.186, 2.732, -8.710], [2.698, 3.021, -7.460], [2.671, 1.974, -6.565], [2.018, 0.939, -6.728], [3.375, 2.320, -5.551], [3.376, 1.588, -4.304], [3.024, 2.339, -9.285], [1.721, 3.651, -9.068], [1.393, 1.987, -8.786], [3.940, 0.658, -4.369], [2.378, 1.222, -4.063], [3.843, 2.140, -3.488], [-1.579, 7.274, -7.459], [-1.452, 7.003, -6.108], [-2.134, 6.032, -5.474], [-2.934, 5.283, -6.015], [-1.757, 5.805, -4.209], [-2.117, 4.607, -3.524], [-0.869, 6.718, -8.071], [-1.198, 8.274, -7.668], [-2.619, 7.183, -7.772], [-1.373, 3.843, -3.748], [-3.135, 4.334, -3.802], [-2.118, 4.784, -2.448], [-3.660, -7.410, 3.433], [-5.009, -6.942, 3.448], [-5.353, -5.843, 2.771], [-4.562, -5.136, 2.108], [-6.613, -5.445, 3.018], [-7.611, -6.320, 3.614], [-2.895, -6.746, 3.030], [-3.678, -8.282, 2.779], [-3.311, -7.693, 4.426], [-8.516, -5.762, 3.856], [-7.385, -6.779, 4.576], [-7.838, -7.136, 2.928], [-8.243, 1.943, 2.377], [-7.248, 1.201, 1.663], [-5.910, 1.460, 1.793], [-5.024, 0.673, 1.464], [-5.652, 2.600, 2.500], [-4.377, 2.949, 2.920], [-8.354, 2.917, 1.899], [-8.093, 2.026, 3.454], [-9.122, 1.318, 2.221], [-4.306, 4.022, 2.741], [-3.591, 2.498, 2.314], [-4.146, 2.768, 3.970], [1.544, -8.228, -1.933], [0.559, -7.279, -1.617], [0.669, -5.918, -1.928], [-0.021, -4.971, -1.462], [1.761, -5.731, -2.595], [2.186, -4.387, -2.903], [1.832, -8.181, -2.984], [1.136, -9.235, -1.844], [2.384, -8.169, -1.241], [2.529, -3.931, -1.975], [1.458, -3.752, -3.408], [3.015, -4.456, -3.608], [6.815, 0.382, 3.155], [6.129, 1.708, 3.378], [6.718, 2.528, 2.412], [7.597, 1.802, 1.668], [8.117, 2.180, 0.660], [7.886, 0.697, 2.343], [6.447, 2.161, 4.633], [6.185, -0.263, 2.543], [7.229, -0.109, 4.036], [5.066, 1.517, 3.234], [1.761, 5.714, 1.270], [1.515, 5.862, 2.779], [0.507, 6.863, 2.813], [0.182, 7.321, 1.568], [-0.667, 8.241, 1.340], [0.801, 6.548, 0.658], [2.559, 6.239, 3.399], [1.581, 4.693, 0.933], [2.785, 6.029, 1.065], [1.127, 4.903, 3.123], [3.697, -5.504, 2.425], [4.888, -5.937, 1.286], [3.336, -6.850, 3.487], [4.155, -4.666, 2.949], [2.819, -5.150, 1.884], [2.370, -1.829, 7.031], [1.363, -2.381, 8.424], [3.982, -2.474, 7.238], [1.941, -2.174, 6.090], [2.465, -0.744, 7.067]]
}